Formula: C4H16B4F12NO3V
Source: OMol25
Level of theory: ωB97M-V/def2-TZVPD

Output
Total energy ... -73059.217 eV
Total charge ... -2

XYZ file:
```
41
C4H16B4F12NO3V (ωB97M-V/def2-TZVPD)
O -0.36 -0.74 -0.80
V -0.49 -2.32 -1.05
O 0.62 -2.64 -2.10
B -1.43 -4.37 -0.37
H -2.38 -3.95 -0.64
H -1.00 -3.68 0.34
H -1.47 -5.30 0.17
H -0.78 -4.50 -1.22
C -0.05 2.67 -0.82
C 0.76 2.63 0.48
C 2.14 3.37 0.52
O 2.74 2.93 1.71
C 4.11 3.33 1.78
N -0.09 3.13 1.66
H -0.96 2.67 1.90
H 0.36 3.06 2.56
H -0.37 4.09 1.49
H -0.75 3.50 -0.89
H -0.63 1.78 -1.07
H 0.60 2.93 -1.66
H 1.01 1.62 0.80
H 2.17 4.45 0.35
H 2.69 2.84 -0.26
H 4.62 3.10 0.85
H 4.64 2.71 2.50
H 4.24 4.36 2.12
B 2.19 -2.10 0.83
F 2.94 -2.74 1.72
F 2.20 -0.69 0.96
F 2.72 -2.43 -0.41
F 0.81 -2.49 0.88
B -2.73 -1.07 -3.38
F -2.03 -1.93 -2.50
F -1.79 -0.62 -4.34
F -3.62 -1.80 -4.08
F -3.32 -0.02 -2.74
B -3.45 -2.33 0.96
F -4.32 -2.96 0.12
F -4.09 -1.37 1.64
F -3.03 -3.32 1.82
F -2.43 -1.79 0.18
```